DFT (wB97M-V/def2-TZVPD) results for a structure of composition C31H54AsGeMoNOS3Si3.

Properties
Charge: -2
Frontier orbital gap (spin up / spin down): 6.2 / 6.5 eV
Energy above the lowest of the compared OMol25 structures with the same formula, charge and spin: 3.8 kcal per mole
2S+1: 3
HOMO level (spin up / spin down): -1.8917 / -2.2048 eV

Cartesian coordinates (Å):
H -0.6826 2.2222 4.3564
S -2.7476 -0.0749 -0.0408
H -2.8977 3.0477 -5.2304
C -3.0784 1.4628 0.6649
H 2.6263 0.0415 1.4992
H -3.7624 3.2901 -1.1958
C -3.2555 3.5242 -2.1323
C -2.0450 2.5045 -4.8123
H -3.3138 1.9530 3.8951
H -3.9903 2.8512 6.0942
H 1.0687 1.9661 4.2299
C -3.4371 1.9208 6.0444
H 3.9729 -1.1013 1.5103
H 0.5736 -0.4218 5.0631
C -2.0426 -0.4626 5.8888
C 0.1367 2.0308 3.6659
H -3.9759 3.9640 -2.8293
H -2.6334 0.0042 2.6064
H 1.4190 -0.3493 -5.5752
C 3.8023 -0.5676 -1.5113
C -3.9713 0.6526 -3.2139
C -1.9809 -3.0794 -0.4151
C 2.2198 2.3368 -1.5655
C 3.8293 3.6773 -0.3787
H -4.4761 0.4545 -2.2697
H -0.0279 1.8904 -2.6800
C 0.2584 -3.3604 1.4642
H 1.7200 -2.6698 -4.7705
H 1.7293 2.1493 1.7519
C 3.3080 3.1904 -1.5792
C 2.8958 -1.0001 1.3308
H -2.2361 -4.1439 -0.3459
Si 0.7345 -1.4744 -2.8392
C 2.1470 2.4243 0.7906
Si -0.0970 -2.9965 -0.3597
H -0.3410 -4.2329 1.7470
Mo -0.2894 0.6579 -0.4100
H 0.8142 -1.7636 3.9137
C -3.0541 1.4240 4.8080
C -0.9743 -1.8037 -3.5548
H -1.2213 -2.8657 -3.4559
H 3.3873 -3.7382 -1.4311
Si 2.5724 -1.5401 -0.4433
H -2.1852 -0.5164 8.0282
H 3.7662 3.4786 -2.5187
H -0.0054 0.5119 -4.9495
C 4.9558 4.5626 -0.3752
H 4.5198 -1.2606 -1.9638
C -0.8170 1.3916 -2.1046
C 1.0682 0.3576 -4.8096
H -3.4232 1.6249 8.1750
C 0.9165 -0.6890 4.0623
H 2.3747 -1.6204 2.0588
C -2.3400 0.2262 4.7129
H -1.5119 -1.4061 5.8265
H 1.3022 -3.5758 1.6969
H 1.7048 -3.7830 -3.4005
O 1.3737 -0.0719 -3.5151
C 0.7814 -1.4770 -0.9957
S -1.6631 2.4303 0.8232
H -1.8256 1.6618 -5.4711
H -0.1234 -4.6944 -2.2298
H 3.3345 0.0027 -2.3087
C 1.5783 1.9030 -0.3870
H -1.7335 -1.2192 -3.0342
C -1.9184 -0.2785 3.3748
H 4.3615 0.1302 -0.8806
Ge -2.4842 1.9164 -2.9624
H -1.1792 3.1714 -4.8092
H -3.6405 -0.2955 -3.6407
H -0.1289 -5.4371 -0.6342
C 0.3258 -4.6402 -1.2343
N 5.8620 5.2751 -0.3712
H -2.4487 -2.5679 0.4246
C 3.2353 3.2828 0.8183
S -4.5847 1.9307 1.2233
H 3.6244 3.6487 1.7614
H -4.6765 1.1177 -3.9105
C -3.1216 1.2337 7.2103
H 4.4026 -3.1417 -0.1151
C 1.8728 -2.7460 -3.6868
H -0.0639 -2.5247 2.0873
H -2.4305 -2.6846 -1.3263
H -2.4719 4.2545 -1.9238
H 1.3893 -4.8536 -1.3284
H 2.8910 -3.9791 0.2511
H 1.8742 1.9634 -2.5213
H 1.5637 1.3170 -4.9881
C -2.4260 0.0360 7.1269
H 0.1848 2.8447 2.9507
C 3.3647 -3.2789 -0.4407
H 2.9199 -2.4992 -3.4902
As -0.1353 0.3226 2.7244
H 1.9674 -0.4200 3.9578
H -1.8437 -1.3685 3.3690
H -1.0169 -1.5613 -4.6212

Mulliken atomic charge list, values in e, 5 entries: number 1, H, carries 0.32; number 2, S, carries -0.63; number 3, H, carries 0.42; number 4, C, carries 0.14; number 5, H, carries 0.00

DFT (wB97M-V/def2-TZVPD) results for a structure of composition C39H47FeN5OPS in a non-equilibrium geometry.

Properties
Charge: -1
Frontier orbital gap (spin up / spin down): 6.1 / 6.1 eV
HOMO level (spin up / spin down): -4.0045 / -4.0023 eV

Cartesian coordinates (Å):
H 1.2483 -1.8289 5.1814
H -0.3631 -3.8965 -7.2746
H -2.4203 -1.1559 5.5539
P -0.4757 -0.0535 3.2510
C -0.6201 -5.5510 -5.4051
C -0.0765 -3.7016 -3.3755
H 2.5368 -0.6373 4.1405
C -3.2644 0.1268 3.1782
H -5.5489 -3.0350 -2.0800
C -1.1813 -5.7087 -8.1654
H -1.5150 2.5221 4.9564
H -3.1411 -0.4089 2.2349
C -4.3802 -1.3075 -2.6204
C 0.3844 3.1654 -1.1775
C -3.3432 -0.4572 -2.2739
C -2.0484 2.0501 2.3161
N -1.5363 0.1073 -0.6940
O -1.4770 -6.2774 -9.1866
H 0.9024 2.2856 2.3525
C -0.5824 4.0689 -1.5746
C -2.9975 -1.7235 -0.2654
C 0.9637 -4.3670 -4.0352
C -1.9059 3.6461 -1.7241
N 0.8920 0.8507 -0.5330
C -1.3867 -1.4899 5.6202
H -3.0480 0.3365 -2.9479
N 2.1733 1.1065 -0.3652
H -2.0051 -3.7734 -7.9068
H 3.1025 0.9832 3.7580
H 4.4359 -3.1575 1.5377
C -2.2762 2.3361 -1.4860
H -2.2050 -3.4836 -3.2314
H 4.7533 0.9007 0.1271
C 0.0238 1.8406 -0.9395
C -2.0454 1.0192 3.4565
C -1.3982 -3.9943 -3.7436
H -2.2359 1.0644 5.6470
H 5.8425 -1.1315 1.0597
H -2.4313 -1.8894 0.6456
C 2.7944 0.0166 0.1124
C 0.9698 0.9102 4.0461
H -4.2814 -3.4051 0.0257
H 1.8201 1.6575 5.8705
H 1.4182 3.4528 -1.0428
C 0.1734 -2.7461 -2.3444
H 1.9163 2.8114 3.7031
C 3.9997 -2.2523 1.1411
S -0.9549 -6.7119 -6.7057
H -0.3169 5.1020 -1.7605
C -2.2539 1.7390 4.7912
C 0.9722 2.3235 3.4420
C -4.7395 -2.3722 -1.8009
H -1.5650 -3.6002 3.8745
Fe 0.1376 -0.6755 0.0225
H -1.3916 -2.4651 6.1191
H 1.1210 0.0554 6.0560
H 0.1685 2.9463 3.8289
H -1.1081 -2.7212 2.4005
H 0.0713 1.4720 5.9738
H 0.4621 -3.3544 4.7944
C 2.2892 0.2694 3.5941
C -1.5580 -2.6193 3.3874
H -2.6888 -5.1404 -5.0154
C 0.9781 1.0222 5.5735
N 2.0581 -1.0888 0.3998
H 1.1807 -2.3841 3.4984
N -0.2339 -0.4144 1.7881
H 2.2502 0.0336 2.5353
H -1.3763 2.8869 2.4844
H -3.0590 2.4577 2.2124
C 0.1597 -1.9187 -1.4500
H -0.8446 -0.7957 6.2616
C -0.7298 -1.6508 4.2463
C 4.1886 0.0063 0.3527
H -3.3148 2.0459 -1.5727
C 4.7763 -1.1161 0.8666
H 1.9916 -3.0219 1.0590
C -4.0298 -2.5732 -0.6223
H -4.1478 0.7655 3.0826
H -1.7765 1.5727 1.3782
C -2.6298 -0.6385 -1.0773
C 2.6499 -2.1788 0.8802
H -3.2366 2.2231 4.7747
H -2.6647 4.3621 -2.0183
H 1.9847 -4.1507 -3.7501
C -1.3217 1.3890 -1.0776
C -1.6656 -4.9155 -4.7403
H 1.5046 -5.7852 -5.5541
H -2.5903 -2.3045 3.2590
C 0.6952 -5.2815 -5.0406
C 0.6312 -2.3329 4.4395
H -3.4679 -0.5876 3.9740
H -0.6555 -3.8622 -9.0423
H -4.9039 -1.1475 -3.5562
C -1.0205 -4.2130 -8.0787

Mulliken atomic charge list, values in e, 5 entries: number 1, H, carries 0.28; number 2, H, carries 0.31; number 3, H, carries 0.28; number 4, P, carries -1.34; number 5, C, carries -0.46

DFT (wB97M-V/def2-TZVPD) results for a cluster of 3 separate species, C19H27FN2O5P in total.

Properties
Charge: +1
Frontier orbital gap: 8.2 eV
HOMO level: -12.0516 eV

Cartesian coordinates (Å):
H -1.9981 -2.8823 -0.2488
N 2.1263 6.8484 2.0933
P -1.1935 -1.5801 -2.5185
H -2.0589 -6.3087 -1.5580
C 0.1266 4.4577 0.0556
C -2.3387 -6.1610 -0.5071
H -6.0165 -4.3231 -2.0316
F -2.5413 -0.9238 -2.1706
C -0.2801 6.7499 1.5861
O 2.4425 -0.9011 -0.2722
H 5.0865 3.9927 0.7024
C -5.2172 -3.9865 -1.3737
H 2.6057 -0.0929 1.9883
H -0.5982 -0.7195 -3.4385
C -1.3511 6.1326 0.9587
O 3.2245 6.3533 1.9255
C -0.9066 -2.9603 -0.1978
C 4.5393 3.1023 0.9802
H 0.7361 -2.2222 -1.4612
H -1.6937 -4.9561 1.1061
O 1.9050 7.8306 2.7646
C 1.2077 5.0635 0.6754
C -3.9206 -4.7502 -1.6223
H 0.6051 -4.4606 -0.4570
O 3.3411 0.3280 -1.7806
O -3.5615 -5.4400 -0.4409
C 3.5332 1.7236 2.6845
H -3.1083 -4.0545 -1.9057
C -1.1484 4.9904 0.1957
C 3.1329 0.8107 1.7227
C 4.1412 2.2049 0.0030
H -0.4076 7.6399 2.1838
H -1.5168 -2.7545 -3.1948
C 0.9776 6.1990 1.4286
H 4.3728 2.3639 -1.0395
H 2.2098 4.6729 0.5813
H -2.5070 -7.1488 -0.0763
H -5.1018 -2.9104 -1.5068
H -5.5312 -4.1623 -0.3457
C 3.4447 1.0745 0.3996
C -1.2234 -5.4381 0.2448
H -0.5189 -6.1703 0.6406
C -0.2354 -1.8805 -1.0792
H 4.5502 3.5724 3.0684
C 4.2358 2.8632 2.3145
C -0.4770 -4.3748 -0.5781
H -1.9902 4.5192 -0.2947
H -0.6382 -2.7511 0.8375
H 3.3066 1.5383 3.7253
N 3.0488 0.1027 -0.6268
H -0.0649 -0.9327 -0.5655
H -0.6740 -4.5460 -1.6443
H -4.0248 -5.4630 -2.4483
H -2.3437 6.5482 1.0647
H 0.2878 3.5727 -0.5465

Mulliken atomic charge list, values in e, 5 entries: number 1, H, carries 0.31; number 2, N, carries 1.02; number 3, P, carries 0.42; number 4, H, carries 0.35; number 5, C, carries -0.41

DFT (wB97M-V/def2-TZVPD) results for a cluster of 2 separate species, C8H14NOS in total in a non-equilibrium geometry.

Properties
Charge: +1
Frontier orbital gap (spin up / spin down): 7.3 / 7.3 eV
Energy above the lowest of the compared OMol25 structures with the same formula, charge and spin: 107.2 kcal per mole
HOMO level (spin up / spin down): -13.0439 / -13.0439 eV

Cartesian coordinates (Å):
C 0.5599 -0.2586 1.5295
H -0.1439 -1.1803 1.4860
S -1.9158 0.7669 0.6480
C -3.9119 -1.0648 -1.5620
C 0.2610 0.2499 -0.8210
H 2.3603 -1.3283 2.1925
H -4.5497 -0.1848 -1.6124
H 2.3838 0.7904 -0.9780
H -2.0919 -2.0240 -0.7720
H 2.5982 0.4211 1.6200
H -0.1938 -0.7576 -1.0409
C 2.3721 -0.8698 -0.0106
H -0.2499 2.7275 -0.0372
C -2.8316 -1.3913 -0.9604
O 3.1013 -1.7648 -0.2481
H 0.2169 0.2530 2.4587
H -0.3010 0.9433 -1.5568
C 2.0241 -0.4638 1.4484
C 0.2861 2.0726 0.6974
H 1.3410 2.1574 0.7516
H -4.5295 -1.6696 -2.2497
C 1.7643 0.0167 -1.0354
H -0.1436 2.4676 1.5823
H 1.7272 -0.6011 -2.0211
N -0.1335 0.6924 0.4911

Mulliken atomic charge list, values in e, 5 entries: number 1, C, carries -0.42; number 2, H, carries 0.36; number 3, S, carries -0.13; number 4, C, carries -0.41; number 5, C, carries -0.41

DFT (wB97M-V/def2-TZVPD) results for the molecule C4H4N2O in a non-equilibrium geometry.

Properties
Frontier orbital gap: 10.1 eV
Energy above the lowest of the compared OMol25 structures with the same formula, charge and spin: 28.3 kcal per mole
HOMO level: -9.8898 eV

Cartesian coordinates (Å):
H -0.3138 2.3152 -0.0321
N 0.0358 -1.5557 -0.2674
O 2.2910 -1.3445 0.0690
H 1.9644 1.2701 0.0785
N -1.3173 0.4194 -0.0120
C -1.0728 -0.9325 -0.2826
H -1.6954 0.1755 0.9251
C -0.1553 1.2357 0.0072
C 1.2160 -0.7972 -0.0436
C 1.0604 0.6765 0.0003
H -2.0131 -1.4625 -0.4425

Mulliken atomic charge list, values in e, 5 entries: number 1, H, carries 0.38; number 2, N, carries -0.45; number 3, O, carries -0.54; number 4, H, carries 0.38; number 5, N, carries -0.39